(1)
The following is a quantum chemistry calculation of C42H49ClCrN5O5SSi as an isolated structure, from the Open Molecules 2025 dataset.

Summary:
* LUMO energy (alpha / beta): -0.97 / -1.01 eV
* E: -121703.5723 eV
* F_max: 0.4 eV/Å
* spin multiplicity: 4
* relative energy (zero: lowest compared OMol25 entry of this formula, charge and spin): 0.0 kJ/mol
* <S²>: 3.775

Positions of all 105 atoms, in Å:
1 H -6.77867 -4.00449 1.48277
2 C -2.54837 -5.84617 0.51754
3 H -5.25862 -4.92198 -2.05236
4 H -4.39791 -7.78900 1.16198
5 H -0.44753 0.86863 4.59342
6 Cl 5.60206 -2.39371 4.20005
7 C 0.31096 2.44688 -1.60597
8 H -3.47592 -1.07604 -2.66940
9 C -6.35416 -1.89547 1.32729
10 H -3.64729 -3.57503 -4.39219
11 C 0.46665 4.84034 -0.97191
12 H 0.41629 -1.26234 -4.69991
13 C -0.10488 -0.75052 -2.69773
14 H -6.12182 -3.47570 -1.52140
15 H -7.76592 -3.15933 0.28624
16 C 0.09770 4.29091 -3.28814
17 H -8.11443 -2.96003 2.01078
18 C 2.90908 -0.61959 0.97792
19 H -6.60995 -1.53717 3.43852
20 H 0.62379 4.51071 0.04551
21 H -0.52712 0.22923 -4.53343
22 C 1.18436 -0.25152 2.76185
23 H 0.42446 -4.96474 0.42911
24 H 0.08906 -5.34742 -2.01439
25 C -2.60938 0.88276 -0.65756
26 H -3.07815 -4.75209 -3.19564
27 N 0.07071 1.57232 -2.56340
28 H -5.75550 -6.69315 1.47161
29 C -0.40205 -0.78345 -4.15875
30 H -5.11782 2.16824 1.20598
31 C 4.21400 -1.09250 0.68962
32 H -2.73540 -5.74335 -0.55093
33 C -3.85085 -5.69331 1.30083
34 O 0.54442 2.14104 -0.38007
35 N 0.25253 0.20917 1.99511
36 H -5.03754 -6.77197 -0.14167
37 H -4.91252 -1.50063 -3.62177
38 H -5.05974 -1.18525 -1.87826
39 C -0.02426 -1.98241 -1.88906
40 C -4.15782 -3.08808 -2.33444
41 H -5.09036 -0.89238 2.77078
42 C -7.31591 -3.08236 1.27685
43 C -1.95972 0.97989 1.55276
44 C -5.79589 -1.72329 2.73547
45 H -3.06285 -6.61779 3.10234
46 H -0.20095 -3.37479 -3.50717
47 C 0.29580 3.88586 -1.97021
48 C -3.56850 -5.69874 2.80126
49 H -1.30763 -1.36334 -4.34463
50 N 0.11197 0.31982 -2.01749
51 O -4.51326 -4.47294 0.98183
52 H 0.37488 -2.64274 1.29187
53 N 0.12884 -1.79094 -0.55844
54 H -4.59255 1.54950 -1.15318
55 C 4.55997 -1.71893 2.98558
56 O -3.45752 -3.17321 -1.10539
57 C -3.42731 1.79204 3.30924
58 H -0.08454 5.95088 -4.62421
59 C 0.43517 6.18849 -1.28875
60 C -4.15996 1.74229 0.93487
61 H -7.45348 -0.75354 -0.13598
62 C 0.10881 -4.34576 -1.60745
63 H -4.38665 2.19219 3.60924
64 H -2.35899 0.62141 -1.67705
65 C 3.30934 -1.27404 3.31008
66 H -4.50466 -5.61983 3.35536
67 N -1.68494 0.68456 0.25095
68 H -2.26257 -3.19260 -3.34751
69 H -6.38881 0.21607 0.89072
70 C -3.19654 1.51611 1.94263
71 C -3.87624 1.41333 -0.35697
72 C -4.42515 -1.61683 -2.65214
73 H 4.55554 -1.01683 -0.33311
74 H -7.91849 -0.40743 1.53834
75 C -0.05665 -3.24945 -2.44498
76 C 0.23511 6.58840 -2.60125
77 H 2.95977 -1.33987 4.33188
78 H -1.84473 -5.07034 0.81624
79 H -5.97135 -3.83111 -3.25292
80 C -2.44908 1.54801 4.22865
81 C 5.01410 -1.62744 1.66272
82 H 0.56750 6.92817 -0.51076
83 C 0.29746 -4.14093 -0.25662
84 O 2.20908 -0.11266 0.01640
85 C -4.81940 -6.81065 0.92594
86 Si -3.92246 -3.00584 0.48257
87 C -7.07770 -0.62942 0.88007
88 C -5.46372 -3.87695 -2.28728
89 C -0.95395 0.73311 2.51971
90 C 2.46134 -0.72710 2.32357
91 H 1.00778 -0.30026 3.83499
92 H 0.20911 7.64154 -2.84774
93 H 6.00549 -1.98540 1.41928
94 S -2.37048 -2.27960 1.57515
95 C -3.23178 -3.68988 -3.38968
96 H -0.03009 3.54141 -4.05575
97 H -5.25826 -2.61714 3.05061
98 C 0.06840 5.63843 -3.59997
99 O -5.30760 -2.09992 0.37954
100 H -2.11033 -6.82753 0.70840
101 C -1.19999 1.02754 3.83516
102 H -2.62072 1.75771 5.27489
103 Cr 0.30872 0.20856 -0.03629
104 H -2.94118 -4.84399 3.05312
105 C 0.27840 -2.84113 0.23521

Atoms 1-3, force components in eV/Å:
H 0.02 -0.04 0.03
C -0.09 0.01 0.05
H 0.01 -0.03 0.03

***

(2)
The following is a quantum chemistry calculation of a 3-piece molecular cluster, C14H10F20NO6S2 overall, from the Open Molecules 2025 dataset.

Summary:
* total charge: -1
* LUMO energy: 2.13 eV
* E: -104466.5571 eV
* F_max: 10.3 eV/Å

Positions of all 53 atoms, in Å:
1 H -1.77470 -1.22830 0.81739
2 F 5.45101 -0.50393 1.81113
3 H 2.53457 1.06942 -0.47011
4 N -1.83103 3.10732 0.19708
5 C -1.03588 2.86173 3.13741
6 F -1.44142 4.22708 3.54462
7 H -5.07852 -2.40086 -0.06703
8 C -2.22864 -4.09150 -2.89218
9 F 4.77349 -2.15615 -1.52783
10 O -3.44529 1.78545 2.01321
11 F -3.71887 -2.67207 1.80757
12 C 2.36118 0.00487 -0.27275
13 S -1.95364 2.16381 1.66114
14 H 1.64742 6.49619 1.23127
15 O -1.26748 0.77848 1.34177
16 C 0.60523 2.85782 2.99491
17 O -4.15759 -3.12060 -1.69634
18 H 3.62569 -2.55883 -3.10027
19 C -1.73134 -2.30326 0.61906
20 C -3.12692 -2.91815 0.59572
21 H 1.04502 2.07879 3.78525
22 C 3.29854 -0.55178 0.80966
23 O -2.93277 5.32121 -0.93555
24 F 3.35317 -1.90588 0.69773
25 C -4.06429 -2.36150 -0.48670
26 C 3.29742 -0.50638 -2.44028
27 F 2.65702 -0.17637 -3.59456
28 F -1.21318 -3.79228 -3.74632
29 C 4.69413 0.06311 0.83301
30 F -1.05874 -2.49915 -0.53789
31 H 4.65076 1.13806 1.03134
32 C -0.77448 5.75838 0.80562
33 O 2.26787 -0.75423 -1.48240
34 F 2.70659 -0.30570 2.02152
35 F 3.98826 0.59871 -2.07099
36 H -2.79978 -4.92520 -3.31422
37 F 1.10013 2.58508 1.61945
38 F -2.43721 -1.76766 -2.28494
39 H 1.34695 -0.03450 0.14692
40 H -3.89090 -1.29695 -0.68406
41 F -1.65198 -4.52252 -1.74177
42 F 5.21229 -1.42591 -3.53238
43 C 4.19683 -1.72514 -2.67824
44 F -1.35338 1.97154 4.31609
45 C 0.47234 6.40606 1.03918
46 F 1.07722 4.20111 3.49273
47 S -2.35224 4.75842 0.41912
48 F -0.97446 -2.87029 1.59718
49 O -3.46634 4.96297 1.47260
50 F 5.36673 -0.13278 -0.32394
51 F -3.76845 -2.54273 -3.80850
52 F -3.07230 -4.27225 0.48378
53 C -3.12805 -2.87275 -2.65422

Atoms 1-3, force components in eV/Å:
H -0.22 -0.01 0.00
F -0.27 -0.06 0.09
H 0.18 -0.31 0.09

***

(3)
The following is a quantum chemistry calculation of a 2-piece molecular cluster, C2H5NO4 overall, from the Open Molecules 2025 dataset.

Summary:
* LUMO energy: 0.12 eV
* E: -11835.6617 eV
* F_max: 2.0 eV/Å
* relative energy (zero: lowest compared OMol25 entry of this formula, charge and spin): 109.1 kJ/mol
* structure (SMILES): O=CNC(=O)O.O

Positions of all 12 atoms, in Å:
1 H -1.12264 0.27637 -0.49569
2 H 1.00725 -0.19316 -0.26964
3 O 0.58350 -1.20169 2.71650
4 H -0.59709 2.42971 -3.78854
5 O -1.74150 -0.70331 1.10770
6 H -0.18463 1.59386 -2.63209
7 H -0.37254 -1.17993 2.56551
8 O 2.44062 -1.03789 1.46436
9 C 1.26798 -0.88866 1.63482
10 O -0.90854 1.74604 -3.22388
11 C -0.84693 -0.29219 0.41335
12 N 0.47453 -0.54914 0.50760

Atoms 1-3, force components in eV/Å:
H 0.34 0.02 0.05
H 0.32 -0.10 0.12
O 0.39 0.15 0.60

***

(4)
The following is a quantum chemistry calculation of the molecule C18H24N2O, from the Open Molecules 2025 dataset.

Summary:
* LUMO energy: 0.66 eV
* E: -24083.1531 eV
* F_max: 0.7 eV/Å
* relative energy (zero: lowest compared OMol25 entry of this formula, charge and spin): 125.8 kJ/mol
* structure (SMILES): C[C@H](O)[C@H]1CNCCN1CCc1cccc2ccccc12

Positions of all 45 atoms, in Å:
1 H 3.95628 0.77566 -0.93638
2 H 0.20551 0.31421 -2.01659
3 H 2.27900 0.82833 -1.48989
4 H -0.91919 -0.49916 2.97254
5 C 1.00921 -1.42860 0.63690
6 O 3.60827 2.63515 0.99997
7 H 1.00103 0.26243 4.29461
8 C -0.20117 0.59159 1.21516
9 H 3.30909 2.26139 -1.64588
10 H 3.01492 -0.07015 1.20044
11 C 2.61404 1.86546 0.35852
12 H -1.33499 -3.65013 0.20931
13 C -3.78919 -1.77894 -1.12951
14 C 1.97048 1.08827 2.69368
15 H -4.86393 -1.74343 -1.23690
16 C -0.99122 -1.85926 -0.87914
17 H 2.90816 1.02723 3.24788
18 C -3.18709 -2.79296 -0.44176
19 H 0.75406 -3.04560 -0.73717
20 H 1.03073 -1.49146 -1.51920
21 N 1.01405 0.17191 3.28458
22 H -3.35749 2.12727 -3.48214
23 C -1.79202 -2.82925 -0.32610
24 H 1.62880 2.13638 2.72291
25 H -3.77713 -3.57771 0.00915
26 C -0.86434 0.28845 -2.13943
27 C -2.88100 1.31719 -2.94939
28 C -3.01460 -0.75372 -1.70981
29 C -3.62584 0.30810 -2.40992
30 N 1.01012 0.02323 0.65946
31 H -4.70269 0.30748 -2.50561
32 H 2.03291 -1.78631 0.76739
33 H 1.76216 2.54429 0.25394
34 H -1.06219 0.15229 0.71365
35 C -1.59817 -0.77943 -1.57856
36 H -0.82337 1.26140 3.18103
37 C -1.48634 1.30775 -2.80372
38 C 3.07014 1.40371 -1.02218
39 C -0.31733 0.38484 2.74145
40 H -0.19373 1.66031 0.98762
41 H -0.90385 2.11688 -3.21997
42 H 0.40706 -1.84975 1.45011
43 C 0.49636 -1.98407 -0.70913
44 C 2.19433 0.65574 1.22745
45 H 4.41017 2.10298 1.06065

Atoms 1-3, force components in eV/Å:
H 0.12 -0.10 0.01
H 0.11 -0.01 0.02
H -0.05 -0.11 -0.12

***

(5)
The following is a quantum chemistry calculation of C7H4CaO5 as an isolated structure, from the Open Molecules 2025 dataset.

Summary:
* total charge: +2
* LUMO energy: -9.27 eV
* E: -35981.4158 eV
* F_max: 6.0 eV/Å
* relative energy (zero: lowest compared OMol25 entry of this formula, charge and spin): 0.0 kJ/mol

Positions of all 17 atoms, in Å:
1 C -0.00749 -1.21114 -2.44435
2 O -0.00646 3.33877 0.99002
3 C -0.01151 2.28761 0.49934
4 C -0.01049 0.13683 -2.65214
5 O 0.02259 0.76770 3.37076
6 O -3.10999 0.53793 1.62243
7 C -2.23393 0.30616 0.90712
8 O 0.00843 -2.83129 2.40868
9 C 0.01958 0.39890 2.27689
10 O 3.09654 0.54238 1.57374
11 C 2.27917 0.30370 0.79943
12 H -0.92864 -1.80578 -2.42533
13 H -0.93588 0.70863 -2.87006
14 H 0.91393 -1.80621 -2.43776
15 C -0.00194 -2.18998 1.45286
16 H 0.90914 0.71134 -2.88523
17 Ca -0.00305 -0.19557 -0.18640

Atoms 1-3, force components in eV/Å:
C 0.00 1.02 -1.52
O -0.03 -4.80 -2.28
C 0.04 5.67 1.99

***

(6)
The following is a quantum chemistry calculation of an isolated ion of composition C4H11N4 and charge +1, from the Open Molecules 2025 dataset.

Summary:
* total charge: +1
* LUMO energy: -3.10 eV
* E: -10279.6150 eV
* F_max: 3.7 eV/Å
* relative energy (zero: lowest compared OMol25 entry of this formula, charge and spin): 151.9 kJ/mol
* structure (SMILES): C[C@H]1N[NH+]=C(N)[C@@H]1N

Positions of all 19 atoms, in Å:
1 N -0.08778 1.49668 -1.53107
2 H 1.34748 0.92104 -0.17018
3 C 1.47135 -1.76307 -0.27113
4 C 0.14742 -1.10379 -0.57232
5 H 1.38425 -2.84185 -0.37759
6 H -1.47647 2.24155 2.03467
7 H -0.71856 -2.17187 0.98736
8 H -0.43086 2.90132 0.81757
9 H -1.02312 1.30185 -1.86547
10 H 1.80104 -1.54109 0.74252
11 N -1.13723 -0.22230 1.15843
12 N -0.83586 2.09381 1.26912
13 N -0.89977 -1.36367 0.39386
14 H -0.21648 -1.31150 -1.57744
15 C 0.30672 0.72228 -0.42486
16 C -0.60947 0.90133 0.75050
17 H -1.82505 -0.30787 1.89880
18 H 0.57073 1.46751 -2.29674
19 H 2.23164 -1.42037 -0.96602

Atoms 1-3, force components in eV/Å:
N -0.19 0.47 -0.21
H -0.06 0.01 0.15
C -0.27 -0.02 0.01